# 1
{"formula": "C14H12N2O", "method": "the ωB97M-V functional and the def2-TZVPD basis", "orbital_gap_ev": 8.3, "smiles": "[O-]/[N+]1=N/c2ccccc2CCc2ccccc21", "elements": ["O", "N", "N", "C", "C", "C", "C", "C", "C", "C", "C", "C", "C", "C", "C", "C", "C", "H", "H", "H", "H", "H", "H", "H", "H", "H", "H", "H", "H"], "positions_angstrom": [[-1.914, 2.687, 0.384], [-1.212, 1.665, 0.059], [-1.987, 0.838, -0.511], [-1.700, -0.429, -0.014], [-2.470, -0.881, 1.014], [-2.426, -2.219, 1.528], [-1.447, -3.099, 1.016], [-0.578, -2.628, -0.015], [-0.702, -1.351, -0.593], [0.140, -1.139, -1.812], [0.617, 0.353, -2.044], [1.084, 1.043, -0.834], [2.473, 1.055, -0.454], [3.070, 1.790, 0.459], [2.178, 2.430, 1.395], [0.863, 2.214, 1.300], [0.251, 1.637, 0.132], [-3.300, -0.201, 1.282], [-3.241, -2.526, 2.101], [-1.349, -4.059, 1.495], [0.173, -3.232, -0.425], [1.075, -1.736, -1.717], [-0.470, -1.424, -2.662], [1.362, 0.430, -2.810], [-0.321, 0.921, -2.281], [3.031, 0.361, -1.093], [4.179, 1.941, 0.714], [2.456, 3.037, 2.277], [0.165, 2.521, 2.109]]}

***

# 2
{"formula": "C27H50N2O9", "method": "the ωB97M-V functional and the def2-TZVPD basis", "orbital_gap_ev": 9.1, "smiles": "Cc1cnc2ccccc2n1.COCCOCCOC.COCCOCCOC.COCCOCCOC", "elements": ["C", "C", "C", "N", "C", "C", "C", "C", "C", "C", "N", "H", "H", "H", "H", "H", "H", "H", "H", "C", "O", "C", "C", "O", "C", "C", "O", "C", "H", "H", "H", "H", "H", "H", "H", "H", "H", "H", "H", "H", "H", "H", "C", "O", "C", "C", "O", "C", "C", "O", "C", "H", "H", "H", "H", "H", "H", "H", "H", "H", "H", "H", "H", "H", "H", "C", "O", "C", "C", "O", "C", "C", "O", "C", "H", "H", "H", "H", "H", "H", "H", "H", "H", "H", "H", "H", "H", "H"], "positions_angstrom": [[-6.863, -1.822, -1.229], [-5.915, -1.883, -0.066], [-6.186, -2.750, 1.046], [-5.391, -2.861, 2.069], [-4.256, -2.100, 2.063], [-3.354, -2.170, 3.141], [-2.217, -1.405, 3.129], [-1.941, -0.544, 2.043], [-2.807, -0.459, 0.984], [-3.983, -1.236, 0.971], [-4.837, -1.146, -0.090], [-7.890, -2.002, -0.914], [-6.599, -2.581, -1.968], [-6.800, -0.846, -1.708], [-7.095, -3.345, 1.043], [-3.580, -2.835, 3.965], [-1.525, -1.460, 3.959], [-1.043, 0.059, 2.052], [-2.619, 0.194, 0.141], [-2.608, 2.128, -2.274], [-3.160, 1.517, -3.414], [-3.886, 0.335, -3.115], [-4.940, 0.063, -4.159], [-6.083, 0.892, -4.050], [-6.005, 2.182, -4.625], [-6.259, 2.207, -6.113], [-5.137, 1.730, -6.833], [-5.471, 1.217, -8.101], [-1.822, 1.509, -1.823], [-2.166, 3.071, -2.589], [-3.374, 2.328, -1.516], [-4.362, 0.408, -2.133], [-3.197, -0.521, -3.090], [-5.313, -0.949, -3.979], [-4.511, 0.097, -5.164], [-5.054, 2.668, -4.392], [-6.810, 2.750, -4.152], [-6.476, 3.243, -6.410], [-7.142, 1.597, -6.335], [-6.202, 0.404, -8.022], [-4.556, 0.827, -8.543], [-5.880, 1.992, -8.759], [4.595, 2.980, 0.175], [3.982, 3.381, 1.378], [2.698, 3.946, 1.188], [1.845, 3.801, 2.426], [1.361, 2.486, 2.633], [2.259, 1.523, 3.152], [2.589, 1.693, 4.616], [3.513, 2.746, 4.819], [3.410, 3.336, 6.094], [4.805, 3.834, -0.479], [5.536, 2.500, 0.434], [3.970, 2.264, -0.373], [2.190, 3.459, 0.348], [2.794, 5.016, 0.956], [0.949, 4.407, 2.270], [2.370, 4.181, 3.304], [3.170, 1.466, 2.551], [1.731, 0.571, 3.050], [3.028, 0.756, 4.989], [1.662, 1.880, 5.171], [2.400, 3.724, 6.273], [4.117, 4.162, 6.126], [3.659, 2.626, 6.892], [6.286, -6.111, -0.051], [6.399, -4.776, 0.381], [6.570, -3.857, -0.682], [6.110, -2.475, -0.288], [4.703, -2.331, -0.238], [4.048, -2.755, 0.942], [4.092, -1.742, 2.060], [5.364, -1.714, 2.681], [5.697, -0.442, 3.190], [7.213, -6.467, -0.517], [6.080, -6.720, 0.826], [5.465, -6.229, -0.767], [6.005, -4.184, -1.562], [7.633, -3.803, -0.958], [6.436, -1.791, -1.075], [6.578, -2.169, 0.652], [4.424, -3.721, 1.287], [3.001, -2.874, 0.654], [3.326, -2.004, 2.804], [3.849, -0.754, 1.652], [5.670, 0.317, 2.399], [6.710, -0.501, 3.584], [5.019, -0.137, 3.995]]}

***

# 3
{"formula": "C3H3Br3O", "method": "the ωB97M-V functional and the def2-TZVPD basis", "orbital_gap_ev": [8.0, 8.0], "elements": ["C", "C", "C", "O", "Br", "Br", "Br", "H", "H", "H"], "positions_angstrom": [[0.277, 1.198, -0.968], [-0.163, 0.784, 0.370], [0.172, -1.483, 0.307], [1.466, 1.286, -1.338], [-1.984, 0.818, 0.612], [-1.361, -2.063, 1.156], [1.772, -1.451, 1.218], [-0.607, 1.246, -1.694], [0.268, 1.128, 1.201], [0.160, -1.464, -0.863]]}

***

# 4
{"formula": "C39H50F5KN7O3P", "method": "the ωB97M-V functional and the def2-TZVPD basis", "total_charge": -2, "orbital_gap_ev": 6.0, "elements": ["K", "O", "C", "N", "C", "O", "C", "C", "C", "C", "C", "N", "C", "C", "C", "C", "C", "N", "H", "H", "H", "H", "H", "H", "H", "H", "N", "C", "C", "N", "C", "C", "N", "C", "C", "N", "H", "H", "H", "H", "H", "H", "C", "C", "C", "C", "C", "C", "P", "C", "C", "C", "C", "C", "C", "C", "C", "C", "C", "C", "C", "H", "H", "H", "H", "H", "H", "H", "H", "H", "H", "H", "H", "H", "H", "H", "H", "H", "H", "H", "H", "H", "H", "H", "H", "H", "H", "H", "H", "H", "H", "H", "H", "H", "C", "O", "H", "H", "H", "F", "C", "F", "C", "F", "F", "F"], "positions_angstrom": [[0.018, -0.984, -1.052], [1.245, 3.927, -3.354], [0.546, 3.212, -2.633], [0.586, 3.071, -1.306], [0.748, 4.056, -0.437], [0.494, 5.263, -0.570], [1.245, 3.629, 0.935], [2.090, 4.504, 1.623], [2.528, 4.157, 2.885], [2.098, 2.955, 3.435], [1.270, 2.149, 2.671], [0.852, 2.467, 1.448], [-0.521, 2.379, -3.322], [-1.455, 3.044, -4.117], [-2.431, 2.308, -4.760], [-2.431, 0.927, -4.624], [-1.451, 0.353, -3.834], [-0.524, 1.055, -3.180], [2.362, 5.439, 1.153], [3.199, 4.809, 3.434], [2.406, 2.643, 4.425], [0.926, 1.193, 3.050], [-1.393, 4.120, -4.210], [-3.184, 2.803, -5.363], [-3.176, 0.306, -5.104], [-1.409, -0.725, -3.713], [-3.018, 0.201, 4.518], [-2.818, 1.561, 4.471], [-2.362, 1.814, 3.210], [-2.273, 0.651, 2.490], [-2.662, -0.299, 3.297], [-2.778, -1.723, 2.967], [-1.808, -2.544, 2.665], [-2.416, -3.734, 2.355], [-3.766, -3.630, 2.488], [-3.993, -2.342, 2.903], [-3.282, -0.341, 5.320], [-3.008, 2.200, 5.315], [-2.082, 2.757, 2.770], [-1.845, -4.577, 2.004], [-4.565, -4.318, 2.278], [-4.881, -1.873, 2.909], [6.539, -0.182, 4.324], [6.578, 0.696, 3.064], [5.271, 0.605, 2.260], [4.637, -0.784, 2.379], [4.213, -1.018, 3.845], [5.111, -0.274, 4.850], [3.155, -0.904, 1.250], [3.805, -0.504, -0.440], [3.529, 0.959, -0.826], [3.528, 1.085, -2.354], [4.632, 0.217, -2.994], [5.758, -0.062, -1.999], [5.240, -0.910, -0.826], [2.839, -2.727, 1.083], [4.048, -3.682, 0.934], [4.211, -4.611, 2.135], [2.970, -5.491, 2.335], [1.667, -4.724, 2.031], [1.865, -3.216, 2.166], [7.214, 0.217, 5.087], [6.892, -1.191, 4.089], [7.422, 0.399, 2.435], [6.752, 1.739, 3.350], [5.464, 0.858, 1.218], [4.549, 1.342, 2.618], [5.389, -1.530, 2.095], [4.237, -2.086, 4.069], [3.176, -0.694, 3.978], [5.086, -0.782, 5.819], [4.732, 0.739, 5.017], [3.120, -1.107, -1.059], [4.282, 1.627, -0.391], [2.565, 1.291, -0.437], [3.637, 2.133, -2.641], [2.555, 0.759, -2.727], [5.028, 0.705, -3.889], [4.207, -0.740, -3.312], [6.153, 0.890, -1.629], [6.592, -0.577, -2.487], [5.938, -0.826, 0.015], [5.236, -1.961, -1.128], [2.300, -2.741, 0.124], [4.976, -3.129, 0.771], [3.903, -4.294, 0.036], [4.381, -4.012, 3.033], [5.099, -5.238, 2.012], [2.956, -5.864, 3.365], [3.039, -6.370, 1.688], [0.865, -5.065, 2.690], [1.344, -4.926, 1.006], [2.235, -2.988, 3.173], [0.907, -2.704, 2.069], [1.906, -3.354, -2.705], [1.708, -2.280, -1.886], [1.206, -4.197, -2.512], [2.926, -3.806, -2.630], [1.780, -3.122, -3.785], [-1.931, -2.533, -0.472], [-3.054, -2.936, -1.287], [-2.522, -2.727, -2.596], [-3.961, -1.725, -1.137], [-3.417, -0.508, -1.420], [-5.046, -1.830, -1.944], [-4.437, -1.619, 0.129]]}